{
  "formula": "C32H73N3O11Sr2",
  "method": "ωB97M-V with the def2-TZVPD basis set",
  "e_above_lowest_kj_mol": 102.5,
  "multiplicity": 1,
  "charge": 2,
  "gap_ev": 1.33,
  "energy_ha": -2315.68861,
  "symbols": ["Sr", "Sr", "C", "C", "O", "O", "H", "H", "H", "C", "C", "O", "O", "H", "H", "H", "C", "O", "H", "H", "H", "H", "O", "H", "H", "O", "H", "H", "O", "H", "H", "C", "C", "C", "C", "C", "C", "N", "O", "C", "C", "C", "H", "H", "H", "H", "H", "H", "H", "H", "H", "H", "H", "H", "H", "H", "H", "H", "H", "H", "H", "C", "C", "C", "C", "C", "C", "N", "O", "C", "C", "C", "H", "H", "H", "H", "H", "H", "H", "H", "H", "H", "H", "H", "H", "H", "H", "H", "H", "H", "H", "C", "C", "C", "C", "C", "C", "N", "O", "C", "C", "C", "H", "H", "H", "H", "H", "H", "H", "H", "H", "H", "H", "H", "H", "H", "H", "H", "H", "H", "H"],
  "coordinates": [[2.915, -1.654, 6.210], [4.136, 1.771, 4.183], [1.565, -4.117, 2.688], [1.798, -4.355, 4.158], [1.089, -5.205, 4.699], [2.815, -3.829, 4.785], [2.419, -4.384, 2.066], [1.207, -3.106, 2.466], [0.721, -4.707, 2.340], [0.297, -0.653, 2.299], [1.156, -0.179, 3.444], [2.121, 0.629, 3.222], [1.000, -0.641, 4.606], [0.880, -0.733, 1.385], [-0.446, 0.108, 2.043], [-0.244, -1.543, 2.610], [3.216, -2.813, -0.712], [4.363, -2.817, 0.151], [2.426, -2.189, -0.288], [3.419, -2.700, -1.775], [2.755, -3.802, -0.601], [4.202, -2.060, 0.714], [-2.372, -3.347, 2.916], [-2.026, -3.768, 3.713], [-2.815, -2.549, 3.235], [-1.803, -0.888, 5.626], [-1.001, -0.532, 5.224], [-1.649, -1.838, 5.671], [1.976, 3.394, 4.135], [1.089, 3.104, 4.397], [1.822, 4.150, 3.547], [1.833, 1.685, -0.072], [2.080, 1.831, -1.562], [0.941, 2.674, -2.168], [1.191, 3.158, -3.597], [2.493, 3.927, -3.624], [3.706, 3.132, -3.087], [3.304, 2.596, -1.774], [4.382, 2.067, -1.014], [4.166, 2.054, -4.076], [4.822, 4.158, -2.903], [2.065, 0.451, -2.273], [2.464, 1.023, 0.523], [0.791, 1.390, 0.074], [1.971, 2.620, 0.487], [0.000, 2.110, -2.227], [0.666, 3.484, -1.484], [0.380, 3.623, -4.161], [1.256, 2.258, -4.227], [2.358, 4.818, -3.006], [2.724, 4.276, -4.633], [3.311, 1.440, -4.335], [4.595, 2.497, -4.977], [4.989, 1.451, -3.688], [4.645, 4.925, -2.138], [5.722, 3.694, -2.481], [5.110, 4.694, -3.805], [1.763, 0.540, -3.311], [1.321, -0.223, -1.833], [3.030, -0.047, -2.170], [4.742, 2.851, -0.584], [-2.485, 5.095, -0.433], [-3.780, 4.515, 0.174], [-3.936, 3.097, -0.380], [-2.928, 2.109, 0.183], [-2.981, 2.064, 1.693], [-3.048, 3.467, 2.381], [-3.775, 4.510, 1.658], [-3.563, 5.791, 2.197], [-3.791, 3.292, 3.717], [-1.609, 3.852, 2.768], [-4.890, 5.442, -0.281], [-2.370, 6.165, -0.285], [-2.519, 4.888, -1.505], [-1.625, 4.515, -0.091], [-4.940, 2.692, -0.219], [-3.764, 3.055, -1.457], [-1.923, 2.418, -0.138], [-3.056, 1.123, -0.270], [-2.070, 1.608, 2.083], [-3.856, 1.481, 1.986], [-3.405, 2.453, 4.298], [-3.823, 4.267, 4.208], [-4.862, 3.087, 3.605], [-1.019, 3.747, 1.846], [-1.537, 4.875, 3.134], [-1.115, 3.156, 3.455], [-4.759, 6.418, 0.198], [-5.881, 5.140, 0.071], [-4.936, 5.702, -1.337], [-4.418, 5.993, 2.595], [-0.799, -5.791, 0.224], [-1.638, -5.097, -0.876], [-1.730, -3.614, -0.495], [-0.453, -2.798, -0.821], [-0.095, -3.072, -2.262], [0.020, -4.528, -2.782], [-1.028, -5.364, -2.201], [-0.941, -6.718, -2.465], [-0.204, -4.372, -4.304], [1.389, -5.182, -2.557], [-3.058, -5.653, -0.918], [0.150, -5.259, 0.254], [-0.658, -6.847, 0.000], [-1.374, -5.744, 1.148], [-2.659, -3.124, -0.789], [-1.791, -3.507, 0.594], [0.384, -2.979, -0.146], [-0.731, -1.744, -0.733], [0.920, -2.688, -2.439], [-0.715, -2.457, -2.913], [0.564, -3.739, -4.761], [-0.265, -5.305, -4.861], [-1.111, -3.803, -4.519], [1.385, -6.160, -3.038], [2.151, -4.541, -3.000], [1.668, -5.375, -1.519], [-3.611, -5.488, 0.011], [-3.152, -6.732, -1.054], [-3.592, -5.182, -1.744], [-0.215, -7.061, -1.915]],
  "atomic_forces_ev_per_a": [[-1.70, -2.84, -1.80], [-2.11, 0.55, -1.50], [-0.51, 0.49, -0.66], [-0.73, -2.39, 0.62], [0.14, 1.08, -0.07], [0.53, 3.14, 0.95], [0.20, 0.29, 0.16], [0.64, 0.18, 0.10], [0.10, -0.38, 0.33], [-0.31, 0.73, 0.37], [0.87, -0.36, 0.17], [1.39, 0.49, 0.31], [0.45, -0.31, 0.72], [0.16, -0.40, 0.12], [-0.03, 0.11, 0.26], [0.07, -0.15, -0.30], [-0.73, -1.67, 0.99], [-0.31, 0.58, -0.40], [0.22, 0.62, -0.57], [0.25, 0.59, 0.14], [0.21, -0.04, -0.25], [0.45, 0.05, 0.18], [0.23, 0.31, 0.26], [-0.08, -0.13, -0.14], [-0.07, -0.16, -0.03], [0.10, 0.03, -0.01], [-0.04, -0.20, -0.01], [-0.06, 0.05, 0.02], [0.58, -0.02, 0.07], [0.11, -0.04, -0.15], [-0.02, -0.07, 0.13], [-0.30, 0.29, 0.95], [0.06, -0.25, -1.06], [-1.58, 0.36, -0.15], [0.69, -1.21, -0.41], [-0.10, 0.10, -0.28], [-0.07, 0.31, -0.27], [-0.26, 1.29, 0.59], [0.20, -0.43, -0.19], [0.19, 0.27, -0.06], [1.02, 0.02, 1.28], [-0.13, -0.23, 0.70], [0.12, -0.58, -0.68], [0.02, -0.10, 0.05], [-0.22, 0.37, -0.50], [0.27, -0.48, 0.33], [0.43, 0.29, -0.11], [-0.21, 0.68, 0.90], [0.47, -0.04, 0.14], [0.15, 0.03, 0.05], [0.09, -0.06, 0.01], [0.23, -0.25, -0.26], [-0.34, 0.16, -0.08], [-0.27, -0.15, 0.35], [-0.76, 0.00, -0.19], [0.08, -0.28, -0.56], [-0.18, -0.26, -0.22], [0.32, -0.01, -0.10], [-0.03, 0.14, 0.21], [0.05, 0.04, -0.21], [0.00, -0.01, -0.12], [0.16, -0.80, -0.29], [0.84, 0.88, -0.51], [-0.21, -0.85, 0.12], [0.73, 0.37, -0.12], [-0.50, 0.71, -0.16], [-0.06, -0.60, 1.66], [-0.64, -1.46, -1.24], [0.21, -0.13, 0.11], [-0.96, 0.22, -0.22], [0.77, 0.24, -1.37], [-0.96, 0.91, 0.69], [0.11, -0.05, 0.25], [-0.04, 0.32, -0.08], [0.16, 0.44, 0.20], [-0.08, 0.25, 0.16], [-0.32, 0.60, -0.06], [-0.01, 0.04, 0.03], [-0.20, -0.04, 0.17], [-0.21, -0.32, 0.16], [0.07, -0.03, 0.16], [0.33, 0.38, 0.31], [0.59, -0.28, 0.57], [0.14, -0.24, -0.56], [0.19, 0.40, 0.09], [-0.02, -0.05, 0.04], [-0.53, -0.11, 0.35], [0.24, -0.08, 0.01], [0.07, -0.40, -0.25], [0.20, -0.61, -0.16], [0.09, 0.17, -0.02], [-0.55, 0.10, -0.56], [-0.10, -0.71, 0.32], [1.04, 0.66, 1.09], [-1.34, -0.41, -0.75], [1.71, 0.35, -0.17], [-0.60, 0.02, -0.19], [-1.01, 1.43, 0.27], [0.31, 0.03, -0.11], [-0.16, 0.20, -0.41], [0.12, 0.08, -0.03], [-0.66, -0.39, 0.09], [0.13, -0.24, 0.48], [0.16, -0.01, 0.05], [0.34, 0.15, 0.21], [0.20, -0.04, -0.83], [-0.30, -0.72, 0.02], [-0.15, -0.32, 0.17], [0.24, 0.10, 0.10], [-0.08, 0.19, -0.10], [-0.35, -0.33, 0.00], [0.35, -0.27, 0.21], [0.14, -0.15, 0.21], [-0.24, -0.32, 0.31], [0.21, 0.14, -0.27], [0.13, -0.23, -0.09], [-0.26, 0.24, 0.14], [0.20, 0.45, 0.03], [0.53, 0.01, -0.24], [-0.07, 0.04, 0.08], [-0.09, -0.14, -0.12]],
  "mulliken_charge": [1.62, 1.68, 0.38, 0.28, -0.60, -0.91, 0.39, -0.47, 0.00, 2.09, 0.28, -0.30, -0.74, -0.99, -1.15, 0.27, 0.31, -0.59, -0.31, 0.32, -0.02, 0.33, -0.56, 0.27, 0.26, -0.63, 0.29, 0.30, -0.52, 0.27, 0.30, -2.11, 2.53, -1.29, -0.95, -1.15, 1.40, 0.43, -0.48, -1.57, -2.04, -1.66, 0.23, 0.10, 0.57, 0.33, 0.48, 0.45, 0.33, 0.34, 0.55, 0.28, 0.45, 0.32, 0.38, 0.46, 0.40, 0.28, 0.09, 0.43, 0.32, -1.43, 1.51, -1.55, 0.80, -0.55, 1.58, 0.27, -0.47, -2.01, -1.58, -2.02, 0.39, 0.44, 0.06, 0.32, 0.49, -0.78, 0.60, -0.45, 0.48, 0.32, 0.46, 0.47, 0.37, 0.37, 0.27, 0.45, 0.39, 0.39, 0.38, -1.70, 1.78, -1.31, 1.34, -1.27, 1.89, 0.22, -0.45, -1.93, -2.11, -2.04, 0.18, 0.42, 0.47, 0.50, 0.02, -0.94, 0.33, 0.20, 0.53, 0.36, 0.40, 0.46, 0.67, 0.38, 0.28, 0.36, 0.38, 0.49, 0.35]
}